Entry 1:
DFT (the ωB97M-V functional and the def2-TZVPD basis) results for a 2-piece molecular cluster, C16H17N overall at a distorted geometry.

Calculated values
HOMO-LUMO gap (alpha / beta) ... 2.5 / 6.7 eV
Energy above the lowest of the compared OMol25 structures with the same formula, charge and spin ... 2.748 eV
E ... -18354.3208 eV
⟨S²⟩ ... 0.761
Highest occupied orbital energy (alpha / beta) ... 1.0 / -3.3 eV

ORCA input file:
```
! RIJCOSX wB97M-V def2-TZVPD def2/J DEFGRID3
* xyz -1 2
C -0.2698 1.8035 2.0500
C 1.4711 1.0182 0.4103
C 0.3332 1.7772 0.7074
C 1.6122 1.1014 -0.9871
C -0.1695 2.2696 -0.5091
C 2.1285 0.0608 1.1179
C 2.4411 0.1734 -1.7986
C 2.9013 -0.7868 0.4118
C 3.0486 -0.7689 -1.0188
N 0.7001 1.9968 -1.5557
H 2.1601 -0.1147 2.1233
H -0.4837 0.8651 2.4374
H -1.2154 2.5541 2.2477
H -1.0476 2.9061 -0.4463
H 0.3656 2.0110 -2.4740
H 2.5804 0.3159 -2.8402
H 3.2955 -1.7147 0.9736
H 3.5201 -1.5231 -1.5439
H 0.3823 2.2537 2.7492
C -1.4561 -3.5672 0.5940
C -1.6476 -0.1185 -1.1185
C -1.1568 -1.3779 -0.9555
C -2.5335 0.5163 -0.2753
C -1.5371 -2.0423 0.2401
C -2.7645 -0.0857 0.9757
C -2.2379 -1.3340 1.2169
H -1.5348 0.4346 -2.0173
H -0.6673 -2.0564 -1.7935
H -3.0738 1.4121 -0.6003
H -3.5506 0.4420 1.6003
H -0.9105 -3.9780 -0.1755
H -2.4345 -3.9093 0.7053
H -2.4787 -1.8853 2.1544
H -0.7875 -3.8256 1.4231
*
```

Atomic partial charges in e from the Löwdin method, atoms 1 to 8: -0.0767, -0.2032, -0.2643, -0.1921, -0.1560, -0.1380, -0.1052, -0.1631

Entry 2:
DFT (the ωB97M-V functional and the def2-TZVPD basis) results for a 2-piece molecular cluster, C10H15NO2 overall at a distorted geometry.

Calculated values
HOMO-LUMO gap ... 8.9 eV
Energy above the lowest of the compared OMol25 structures with the same formula, charge and spin ... 1.125 eV
E ... -16197.9678 eV
SMILES string ... Cc1ccc(O)cc1.CCC(N)=O
Highest occupied orbital energy ... -8.2 eV

ORCA input file:
```
! RIJCOSX wB97M-V def2-TZVPD def2/J DEFGRID3
* xyz 0 1
C -3.5877 3.1908 1.3600
C -2.4076 2.2405 1.2836
C -2.6608 1.0442 0.5848
C -1.6912 0.0379 0.5118
C -0.5725 0.2754 1.2763
O 0.5905 -0.5012 1.3356
C -0.2392 1.5204 1.8343
C -1.1555 2.5549 1.7543
H -4.0129 3.5213 0.4040
H -3.1961 4.1155 1.7935
H -4.3695 2.8189 2.0206
H -3.6594 0.9641 0.1110
H -1.9428 -0.8625 -0.0487
H 0.4365 -1.3427 0.8798
H 0.7603 1.6129 2.2890
H -0.9135 3.5521 2.0734
C 3.7332 -1.6464 -1.9777
C 2.5273 -1.3882 -1.1102
C 1.3638 -2.1150 -1.8428
N 0.8780 -3.2531 -1.2640
O 0.8782 -1.6325 -2.8440
H 4.3103 -2.5598 -1.7983
H 4.4427 -0.7942 -1.8137
H 3.4616 -1.6994 -3.0476
H 2.5132 -1.6207 -0.0354
H 2.4011 -0.3126 -1.1431
H 0.4382 -3.9971 -1.7784
H 1.6737 -3.7235 -0.8082
*
```

Atomic partial charges in e from the Löwdin method, atoms 1 to 8: -0.0658, -0.2954, -0.0467, -0.0177, -0.2948, -0.0067, -0.0155, -0.0476

Entry 3:
DFT (the ωB97M-V functional and the def2-TZVPD basis) results for C16H20BrCrN4O5PSe2Te3 as an isolated structure at a distorted geometry.

Calculated values
HOMO-LUMO gap (alpha / beta) ... 4.4 / 4.4 eV
Energy above the lowest of the compared OMol25 structures with the same formula, charge and spin ... 2.867 eV
E ... -293438.3012 eV
⟨S²⟩ ... 6.081
Highest occupied orbital energy (alpha / beta) ... -0.4 / -0.5 eV

ORCA input file:
```
! RIJCOSX wB97M-V def2-TZVPD def2/J DEFGRID3
* xyz -2 5
Cr 1.7068 -0.5447 0.1592
O 0.0517 0.2161 -0.5468
N -0.2548 0.5386 -1.7441
N 0.7253 0.3264 -2.5389
O 1.8917 -0.0013 -2.1052
C 0.4248 0.1574 -3.9361
C 1.1502 -0.7772 -4.6451
C 0.8258 -1.0002 -5.9791
C -0.1888 -0.2822 -6.5918
C -0.8940 0.6732 -5.8653
C -0.5938 0.8925 -4.5294
H 1.9177 -1.3520 -4.1442
H 1.3698 -1.7553 -6.5325
H -0.4391 -0.4630 -7.6307
H -1.6768 1.2556 -6.3357
H -1.1341 1.6154 -3.9348
Se 3.7656 -1.4446 -0.2158
Te 5.7008 -3.0497 -0.6245
Te 2.1084 -5.0686 -1.6613
Se 1.7989 -2.6906 -0.7105
Br -2.4851 -6.1598 1.4381
C -2.2920 -4.2729 1.3107
C -3.3361 -3.4485 1.6790
C -3.1460 -2.0795 1.5753
C -1.9168 -1.6100 1.1214
N -0.9185 -2.4176 0.7760
C -1.0965 -3.7323 0.8503
H -4.2701 -3.8658 2.0343
H -3.9301 -1.3823 1.8423
H -1.7186 -0.5464 1.0366
H -0.2755 -4.3591 0.5121
C -1.5399 3.5082 0.3509
C -0.0354 3.6999 0.3189
O 0.5477 3.5042 1.6110
P 1.0505 1.9843 1.9695
O -0.1358 1.1018 2.0857
Te 3.1033 1.7193 0.7079
O 1.6426 2.2905 3.4668
C 0.6979 2.6769 4.4727
C 0.2057 1.4780 5.2618
H -1.9710 3.7407 -0.6268
H -1.9841 4.1629 1.1052
H -1.7743 2.4747 0.6041
H 0.2289 4.7143 0.0142
H 0.4168 3.0212 -0.4092
H -0.1445 3.1960 4.0110
H 1.2181 3.3868 5.1191
H -0.1802 0.7273 4.5720
H -0.6051 1.7772 5.9335
H 1.0121 1.0404 5.8559
N 1.6753 -1.3935 3.2424
C 1.6573 -1.0379 2.1303
H 2.0435 -1.1449 4.1397
*
```

Atomic partial charges in e from the Löwdin method, atoms 1 to 8: -0.3544, -0.3063, 0.0252, -0.2362, -0.2445, -0.1576, 0.0131, -0.0786